Here is a molecular structure, C39H41IrNO2P2 at a distorted geometry from the Open Molecules 2025 dataset. Energies are from wB97M-V/def2-TZVPD.

```
86
Properties=species:S:1:pos:R:3:forces:R:3:mulliken_charge:R:1
Ir 0.331 -0.347 -2.249 1.4 0.6 3.6 1.650
C 1.815 0.786 -0.052 1.2 0.0 -0.7 -0.764
C 2.300 0.864 -1.348 -0.2 1.3 0.9 -0.225
C 3.466 0.101 -1.940 0.5 -0.4 -0.4 -1.325
C 3.117 -1.094 -2.854 0.2 0.2 -0.4 -0.467
C 1.819 -1.756 -2.490 0.8 -1.6 0.7 -0.684
C 1.484 -2.016 -1.127 -0.3 -1.1 -1.1 -0.697
C 2.294 -1.721 0.095 0.2 0.1 1.0 -1.193
C 2.080 -0.356 0.833 -0.1 -0.8 0.2 -0.750
C -0.933 0.392 -3.496 -2.0 0.5 -2.3 -1.315
H 1.391 1.707 0.357 -0.3 -0.5 -0.1 0.523
H 2.160 1.892 -1.698 0.2 -0.7 -0.1 0.680
H 4.145 -0.253 -1.153 -0.3 0.3 -0.1 0.482
H 4.050 0.785 -2.571 -0.2 0.1 0.4 0.473
H 3.030 -0.761 -3.893 0.2 0.0 0.1 0.070
H 3.938 -1.833 -2.827 -0.3 0.2 0.0 0.532
H 1.441 -2.491 -3.206 0.0 0.0 0.0 0.895
H 0.724 -2.786 -0.972 0.2 0.4 -0.1 0.804
H 3.368 -1.855 -0.107 -0.4 0.1 -0.2 0.399
H 2.047 -2.509 0.826 0.1 0.3 -0.3 0.382
H 1.288 -0.451 1.596 0.4 0.0 -0.2 0.289
H 3.025 -0.136 1.363 -0.4 0.0 0.1 0.554
H -0.962 1.490 -3.421 -0.1 -0.3 0.0 0.471
H -1.904 -0.054 -3.221 0.1 0.2 -0.3 0.564
H -0.640 0.068 -4.505 -0.4 0.2 0.0 0.178
P 1.765 1.212 -7.806 1.7 1.3 -0.6 0.580
P 0.907 -1.406 -8.000 0.6 -1.5 -2.0 0.489
C 3.130 0.038 -7.949 -0.2 -1.1 -0.2 -0.248
C 2.697 -1.224 -8.159 0.7 1.2 0.3 -0.949
C 2.165 2.442 -9.109 -0.8 0.0 -0.3 0.685
C 3.451 2.596 -9.636 0.0 -0.3 0.0 -0.154
C 3.665 3.444 -10.718 -0.1 0.4 -0.1 -0.706
C 2.609 4.192 -11.261 -0.1 -0.5 0.6 -0.503
C 1.334 4.095 -10.676 0.4 0.3 -0.3 -0.679
C 1.110 3.227 -9.615 0.2 -0.3 0.1 -0.308
C 2.195 2.111 -6.304 -0.4 -0.2 0.6 0.688
C 1.671 1.465 -5.173 0.0 0.5 -0.3 0.828
C 1.721 2.111 -3.958 0.1 0.1 0.4 0.241
C 2.569 3.220 -3.784 -0.4 -0.3 -0.5 -1.218
C 3.141 3.836 -4.904 0.0 -0.2 0.3 -1.080
C 2.882 3.331 -6.187 -0.2 -0.2 0.1 -0.661
C 0.598 -2.007 -9.772 -0.4 0.1 0.1 0.608
C 0.804 -1.131 -10.858 0.1 0.1 0.1 -0.313
C 0.727 -1.597 -12.175 -0.1 -0.2 0.3 -0.660
C 0.422 -2.943 -12.436 0.1 0.5 0.2 -0.509
C 0.172 -3.796 -11.366 -0.1 -0.2 0.1 -0.664
C 0.242 -3.338 -10.045 0.0 0.1 0.1 -0.317
C 0.801 -2.925 -7.002 -0.5 -0.1 0.6 0.753
C -0.477 -3.426 -6.688 0.1 0.0 0.0 -0.631
C -0.618 -4.650 -6.040 0.2 -0.2 0.1 -0.747
C 0.522 -5.397 -5.701 0.1 0.2 -0.1 -0.470
C 1.796 -4.879 -5.963 0.1 0.1 0.1 -0.721
C 1.938 -3.630 -6.575 -0.1 0.0 -0.1 -0.324
H 4.176 0.370 -7.913 -0.4 -0.3 -0.2 0.624
H 3.327 -2.080 -8.440 -0.2 0.5 0.2 0.807
H 4.294 2.046 -9.212 -0.3 0.2 -0.3 0.251
H 4.672 3.525 -11.132 -0.3 0.0 0.1 0.403
H 2.787 4.843 -12.116 -0.1 -0.1 0.2 0.416
H 0.522 4.713 -11.061 0.2 -0.2 0.1 0.399
H 0.116 3.152 -9.164 0.3 0.0 -0.2 0.389
H 1.200 0.479 -5.283 -0.1 0.6 0.0 -0.649
H 1.062 1.747 -3.152 0.9 0.5 -0.7 0.081
H 2.763 3.572 -2.771 -0.2 0.3 -0.3 0.499
H 3.760 4.729 -4.760 -0.3 -0.4 -0.2 0.400
H 3.216 3.873 -7.075 -0.1 -0.2 0.3 0.484
H 1.038 -0.076 -10.679 0.0 -0.3 -0.1 0.227
H 0.895 -0.917 -13.008 0.0 -0.1 0.3 0.419
H 0.382 -3.301 -13.469 0.0 0.1 0.5 0.390
H -0.088 -4.842 -11.557 0.1 0.4 0.1 0.390
H 0.025 -4.027 -9.229 0.1 0.1 -0.3 0.294
H -1.366 -2.857 -6.967 0.2 -0.2 0.0 0.462
H -1.614 -5.038 -5.810 0.4 0.1 -0.1 0.476
H 0.429 -6.378 -5.228 0.0 0.4 -0.2 0.433
H 2.706 -5.435 -5.698 -0.6 0.2 -0.1 0.412
H 2.933 -3.215 -6.741 -0.3 -0.3 0.1 0.414
O -1.186 -2.302 0.068 0.2 2.1 -0.2 -0.591
C -1.217 -1.092 0.277 -0.4 -2.2 1.0 0.292
C -1.724 -0.469 1.564 -0.3 -0.3 0.4 -0.496
C -1.763 1.011 1.290 -0.2 0.5 0.1 -0.459
C -1.117 1.174 -0.085 0.0 2.1 0.3 0.386
O -0.857 2.240 -0.644 -0.2 -1.9 0.4 -0.585
N -0.787 -0.081 -0.586 -0.3 -0.4 -0.2 -0.361
H -2.713 -0.866 1.826 0.4 -0.1 -0.1 0.385
H -1.058 -0.686 2.414 -0.1 -0.3 -0.4 0.260
H -2.795 1.381 1.279 0.3 0.1 -0.2 0.347
H -1.239 1.574 2.076 0.0 0.1 -0.6 0.265
```
Positions in Å, forces in eV/Å.

Results
Gap between HOMO and LUMO (spin up / spin down) = 8.2 / 5.6 eV
Net charge = +2
2S+1 = 6